The following is a DFT calculation (ωB97M-V with the def2-TZVPD basis set) of a 2-piece molecular cluster, C7H7F3N2 overall.

Structure (XYZ):
```
19
Properties=species:S:1:pos:R:3:forces:R:3:mulliken_charge:R:1
F -4.531027 1.544376 1.215362 0.6 -0.7 0.0 -0.236
F -0.817003 2.151549 -0.174899 -3.0 2.9 -0.7 -0.257
F -3.140455 0.278104 2.270070 0.0 -0.4 -1.6 -0.210
N 0.391378 0.899357 1.259875 0.0 -0.3 -0.1 -0.329
N 1.299726 0.026691 1.246877 -0.2 0.5 1.4 -0.419
C 3.250480 -0.567742 -0.307631 -0.7 1.7 -1.8 -0.585
C -3.701705 0.472806 1.070252 -1.5 2.4 2.5 0.510
C 1.772009 -0.173658 -0.031751 -0.4 -0.1 -2.1 1.044
C -3.682468 -0.144300 -0.056218 0.7 -1.6 -4.5 -0.555
C 0.917611 0.744028 -0.949552 1.6 -1.7 2.7 -0.471
C 2.246988 -1.620328 -0.421490 1.2 0.4 2.9 -0.699
C 0.131374 1.355332 -0.068390 3.0 -3.2 1.0 0.163
H -4.232033 0.182815 -1.028088 0.7 -0.1 2.5 0.222
H 3.905871 -0.606561 0.492276 0.9 0.0 1.7 0.309
H 2.381974 -2.471202 0.297585 -0.8 1.3 -0.4 0.253
H 1.985510 -1.921379 -1.342685 -1.1 -0.9 -3.1 0.305
H 1.111620 0.800418 -1.957454 -0.1 0.4 -2.0 0.467
H -2.990690 -0.949373 -0.360653 -0.4 0.4 1.0 0.267
H 3.700831 -0.000931 -1.153484 -0.6 -0.8 0.4 0.222
```
Forces are in eV/Å.

SMILES string   FC1=CC2(CC2)N=N1.C=C(F)F
F_max   4.80 eV Å⁻¹
ΔE to the lowest compared entry with this formula, charge and spin   4.400 eV